C5H10O2 | ωB97M-V/def2-TZVPD

The geometry in ORCA input format:
```
! wB97M-V def2-TZVPD RIJCOSX def2/J DEFGRID3
* xyz 0 1
C -2.537 2.154 0.394
C -1.938 0.783 0.391
C -0.779 0.466 -0.171
O -0.347 -0.842 -0.167
O 0.631 -0.942 0.902
C 1.677 -1.759 0.409
C 2.595 -1.031 -0.555
H -3.577 2.130 0.051
H -2.543 2.569 1.409
H -1.978 2.841 -0.249
H -2.474 -0.018 0.897
H -0.126 1.180 -0.675
H 1.249 -2.663 -0.040
H 2.209 -2.051 1.321
H 3.006 -0.133 -0.084
H 3.427 -1.679 -0.853
H 2.048 -0.736 -1.455
*
```

Calculated values
- HOMO-LUMO gap (Eh) = 0.3865
- highest occupied orbital energy (eV) = -9.317
- SMILES = C/C=C/OOCC
- ΔE to the lowest compared entry with this formula, charge and spin (kcal/mol) = 103.9

Atom charges from the natural (NBO) analysis, given in e for atoms 1 to 2: -0.64, -0.19